13
Properties=species:S:1:pos:R:3 method="wB97M-V/def2-TZVPD" e_lumo_ha=-0.0045 de_lowest_kj_mol=0.00 charge=0
N 0.0208 -1.0230 0.1648
Br -0.9400 0.8552 3.6863
C 0.4846 -0.1261 -0.7189
C 0.2687 1.6573 1.1117
C -0.2182 -0.9879 -2.7756
H 0.5200 2.5571 1.5496
P 0.9408 1.5045 -0.4288
H -0.4619 -1.4638 2.2816
H 0.3054 -1.2794 -3.6755
H -1.2362 -1.0750 -2.5837
C -0.1858 -0.6883 1.4434
C -0.1625 0.6041 1.9531
N 0.6643 -0.5346 -2.0079